one | # CH3IO3S

The molecule CH3IO3S (wB97M-V/def2-TZVPD, the OMol25 dataset).

Element x y z (Å)
1 I -3.2110 1.5448 -1.7884
2 O -0.1352 -0.8175 -0.0418
3 O -2.0002 1.1396 -0.0142
4 H 1.7990 -1.5598 0.1635
5 H 1.6135 0.1383 0.3864
6 H 1.5403 -0.8619 -1.2784
7 C 1.3141 -0.6492 -0.2021
8 O 0.0564 0.8548 1.7947
9 S -0.9769 0.2109 0.9802

Properties
- highest occupied orbital energy (alpha / beta) (eV) = -9.7430 / -9.7431
- LUMO (alpha / beta) (Eh) = -0.09923 / -0.09926
- 2S+1 = 1

Results of the natural (NBO) charge analysis, in e, for atoms 1 through 4: 0.4306 -0.7160 -0.9905 0.1861

***

two | # CH3IO3S

A structure of composition CH3IO3S (wB97M-V/def2-TZVPD, the OMol25 dataset).

Element x y z (Å)
1 S -1.4796 2.0616 0.6662
2 I 0.4756 3.4206 0.4142
3 O -0.9077 0.6574 1.1808
4 O -2.3150 2.6918 1.5833
5 O -2.0624 1.8205 -0.8949
6 H -1.0180 -0.4316 -0.4651
7 C -0.2680 0.0766 0.0438
8 H 0.2413 0.8037 -0.5242
9 H 0.4324 -0.7260 0.3672

Properties
- highest occupied orbital energy (eV) = -10.4233
- LUMO (Eh) = -0.04818
- 2S+1 = 1

Results of the natural (NBO) charge analysis, in e, for atoms 1 through 4: 2.0317 0.0075 -0.6594 -0.8555

***

Of them, the most stable is two and the least stable is one.

***

one | # C14H18N2O4

The molecule C14H18N2O4 (wB97M-V/def2-TZVPD, the OMol25 dataset).

Element x y z (Å)
1 H -4.8806 -1.5975 0.7829
2 H 0.7780 0.0589 2.3390
3 C 1.0029 0.7489 1.5195
4 C -4.5657 -0.9195 -1.1633
5 O -1.3350 -2.4685 -0.1313
6 H -4.2734 1.2263 -1.4202
7 H -2.2071 1.3713 -0.4075
8 C -0.3264 0.8331 0.7778
9 H 0.3404 -0.7704 -0.3373
10 C -1.5376 -1.3310 0.1686
11 C 4.2132 0.6302 -0.5179
12 H -3.9182 -2.7531 0.1011
13 N -3.2032 0.5326 0.2867
14 H 1.1877 1.7232 2.0157
15 H 4.0080 -2.6346 0.2432
16 C -0.4521 2.1862 -0.1504
17 C 2.5713 -1.0695 0.8904
18 H -3.5351 1.1673 1.0496
19 H -2.9965 -0.8645 1.6679
20 H -5.2751 0.9034 -0.1211
21 N -0.5289 -0.3641 -0.0077
22 O 5.6341 -1.2107 -1.1510
23 C 2.2511 0.2641 0.7736
24 H 5.7382 -0.5167 -1.8333
25 C 3.0221 1.1509 0.0375
26 H 2.7297 2.1477 -0.1671
27 C -2.8974 -0.8616 0.6672
28 H -1.0962 1.0333 1.4780
29 C -4.1096 -1.7125 0.0724
30 C 4.4892 -0.7626 -0.4895
31 O 0.3645 3.0531 -0.1210
32 H 1.9487 -1.6951 1.5618
33 C 3.6905 -1.5702 0.2610
34 H 4.8624 1.3115 -1.0859
35 O -1.5700 2.1598 -0.8022
36 H -3.9991 -0.9931 -2.0397
37 C -4.4265 0.4951 -0.6323
38 H -5.5862 -1.0573 -1.4244

Properties
- highest occupied orbital energy (eV) = -8.6368
- SMILES = O=C(O)[C@H](Cc1ccc(O)cc1)NC(=O)[C@@H]1CCCN1
- LUMO (Eh) = 0.00926
- 2S+1 = 1

Results of the natural (NBO) charge analysis, in e, for atoms 1 through 4: 0.1953 0.2041 -0.4237 -0.4230

***

two | # C14H18N2O4

The molecule C14H18N2O4 (wB97M-V/def2-TZVPD, the OMol25 dataset).

Element x y z (Å)
1 O -4.3107 0.2007 -0.1084
2 H -1.0096 -2.3325 -1.6687
3 C -0.6524 -2.0090 0.3774
4 H 4.2116 -0.0689 1.4780
5 C 3.5852 -0.0254 0.6354
6 C -1.4465 1.3844 -0.6107
7 H 0.3146 -0.1389 1.0020
8 H 2.2080 -1.8782 -1.8643
9 O -3.9748 -1.7318 0.8779
10 H -2.6377 -0.8102 -1.7526
11 C 3.2824 -1.0913 -0.1699
12 H -2.2094 -3.0793 -0.6769
13 C 0.8843 2.4585 -0.4869
14 H -0.2334 2.8244 2.1476
15 H 2.8525 1.9771 1.2000
16 H -1.2045 -0.5438 1.8204
17 H 0.8609 0.1226 -2.1397
18 H -0.7396 -2.6667 1.1906
19 O 3.9643 -2.3627 0.0283
20 C -0.5041 2.3452 0.1464
21 H -1.2690 1.6364 1.8974
22 N -0.3367 2.0016 1.5612
23 O -1.9273 1.6979 -1.7018
24 C 1.6235 0.1879 -1.3529
25 H 1.4229 3.2127 0.1289
26 C -0.6721 -0.5904 0.9397
27 C 2.3981 -0.9738 -1.2025
28 C -3.5968 -0.9358 0.0463
29 H 0.4455 -2.0363 0.0556
30 C 1.8062 1.2569 -0.4853
31 C 2.7510 1.1314 0.5414
32 N -1.4247 0.1441 -0.1049
33 H 4.5951 -2.3518 0.7622
34 C -1.5382 -2.2441 -0.7574
35 H 0.7751 2.8159 -1.5321
36 H -0.9482 3.2570 -0.0096
37 H -5.0854 0.1666 0.4976
38 C -2.2598 -0.9505 -0.7096

Properties
- highest occupied orbital energy (eV) = -8.8629
- SMILES = N[C@@H](Cc1ccc(O)cc1)C(=O)N1CCC[C@H]1C(=O)O
- LUMO (Eh) = 0.02267
- 2S+1 = 1

Results of the natural (NBO) charge analysis, in e, for atoms 1 through 4: -0.6815 0.2151 -0.4206 0.2151

***

Of them, the most stable is one and the least stable is two.

***

one | # H6NP3

A cluster of 2 separate species, H6NP3 in total (wB97M-V/def2-TZVPD, the OMol25 dataset).

Element x y z (Å)
1 N -0.5965 -0.2439 0.3910
2 H -0.2909 1.4993 -1.0491
3 H -0.7332 2.1157 0.8611
4 H 1.5171 0.7649 1.4313
5 P -1.1083 -1.7814 0.0661
6 P 2.1784 -0.1844 0.4515
7 P -1.2865 1.1657 -0.0275
8 H -0.0406 -2.3343 -0.6174
9 H -1.9435 -1.9146 -1.1474
10 H 2.3039 0.9131 -0.3595

Properties
- highest occupied orbital energy (alpha / beta) (eV) = -8.7716 / -8.1305
- LUMO (alpha / beta) (Eh) = -0.03736 / -0.06864
- 2S+1 = 1

Results of the natural (NBO) charge analysis, in e, for atoms 1 through 4: -1.1349 -0.0244 -0.0598 -0.0262

***

two | # H6NP3

The molecule H6NP3 (wB97M-V/def2-TZVPD, the OMol25 dataset).

Element x y z (Å)
1 H 1.4009 0.3205 0.4673
2 H -1.5869 1.0389 -1.1176
3 P 0.2091 -0.1511 -0.0700
4 H -0.7953 -2.2541 0.3005
5 H -0.1427 2.2797 -1.3120
6 P -0.8229 -1.3391 1.4943
7 H -2.1475 -0.7805 1.2266
8 H 0.7436 -0.4531 -2.0764
9 P -0.8612 1.8435 -0.2396
10 N 0.5739 -1.0989 -1.2621

Properties
- highest occupied orbital energy (eV) = -8.6582
- SMILES = N=[PH](P)P
- LUMO (Eh) = 0.01519
- 2S+1 = 1

Results of the natural (NBO) charge analysis, in e, for atoms 1 through 4: -0.0932 -0.0019 0.9768 0.0693

***

three | # H6NP3

A cluster of 2 separate species, H6NP3 in total (wB97M-V/def2-TZVPD, the OMol25 dataset).

Element x y z (Å)
1 H -1.3450 2.6776 1.4733
2 P -0.2558 0.2567 0.0560
3 H 1.6926 1.0507 -1.6647
4 P -1.1775 2.2411 0.1623
5 P 1.8373 0.3617 -0.3159
6 H -0.4079 0.0819 1.5280
7 H -0.9189 -2.7329 0.2955
8 H 1.6652 -1.0842 -0.6351
9 H -2.5277 1.7732 0.0373
10 N -0.1120 -2.2060 0.0399

Properties
- highest occupied orbital energy (alpha / beta) (eV) = -8.6966 / -8.2225
- LUMO (alpha / beta) (Eh) = -0.05293 / -0.03518
- 2S+1 = 1

Results of the natural (NBO) charge analysis, in e, for atoms 1 through 4: 0.0000 0.0845 0.0222 -0.0092

***

Of them, the most stable is two and the least stable is three.

***

one | # C3H6N2S

The molecule C3H6N2S (wB97M-V/def2-TZVPD, the OMol25 dataset).

Element x y z (Å)
1 H -0.1612 -2.1191 0.8864
2 H -1.1870 2.1980 -0.8339
3 N -1.1916 1.7196 0.1125
4 H -0.4620 -2.2391 -0.8001
5 S 1.9800 0.1400 0.0305
6 H -2.1643 -0.4793 1.1558
7 C -1.7300 -0.7068 0.0782
8 C -0.4284 -1.5532 0.0486
9 N -0.8372 0.3744 -0.2366
10 H -0.4068 1.9971 0.7968
11 C 0.3993 -0.2875 -0.1641
12 H -2.5432 -0.9707 -0.5995

Properties
- highest occupied orbital energy (eV) = -8.6549
- SMILES = NN1CCC1=S
- LUMO (Eh) = 0.02363
- 2S+1 = 1

Results of the natural (NBO) charge analysis, in e, for atoms 1 through 4: 0.2357 0.3755 -0.6604 0.2243

***

two | # C3H6N2S

The molecule C3H6N2S (wB97M-V/def2-TZVPD, the OMol25 dataset).

Element x y z (Å)
1 H 0.9994 -1.2938 1.1691
2 N -0.1886 1.1316 1.4998
3 C -0.1754 0.4194 0.3454
4 H -0.9170 1.8584 1.5023
5 C 0.5571 -0.8439 0.2770
6 H -0.6907 0.3499 -1.5329
7 H -1.4323 1.7671 -0.6805
8 N -0.9350 0.8772 -0.6352
9 H 0.0588 0.6077 2.3338
10 H 1.4332 -2.3825 -0.8636
11 C 0.8223 -1.4534 -0.9058
12 S 0.4683 -1.0378 -2.5096

Properties
- highest occupied orbital energy (eV) = -7.6643
- SMILES = NC(N)=CC=S
- LUMO (Eh) = 0.01766
- 2S+1 = 1

Results of the natural (NBO) charge analysis, in e, for atoms 1 through 4: 0.2222 -0.7775 0.5140 0.3903

***

Of them, the most stable is two and the least stable is one.

***

one | # C3H6N2S

The molecule C3H6N2S (wB97M-V/def2-TZVPD, the OMol25 dataset).

Element x y z (Å)
1 H -2.9889 1.0002 -0.3404
2 C 0.1160 0.2044 0.2692
3 H 0.7044 -1.8722 -0.3149
4 H -1.6093 2.0167 -0.1547
5 N 2.2882 -0.4980 -0.2305
6 S -2.0491 -1.5063 0.0018
7 H 0.4688 1.1762 0.5168
8 C -1.3168 -0.0185 0.0799
9 H 2.8998 -1.1722 0.0994
10 C 0.9542 -0.7748 -0.0293
11 N -2.0016 1.1029 -0.1814
12 H 2.5343 0.3415 0.2841

Properties
- highest occupied orbital energy (eV) = -8.0029
- SMILES = N/C=C/C(N)=S
- LUMO (Eh) = 0.02804
- 2S+1 = 1

Results of the natural (NBO) charge analysis, in e, for atoms 1 through 4: 0.4076 -0.4225 0.2363 0.3884

***

two | # C3H6N2S

The molecule C3H6N2S (wB97M-V/def2-TZVPD, the OMol25 dataset).

Element x y z (Å)
1 C 1.2111 1.1120 0.4269
2 H -2.9828 -2.6432 -0.2504
3 H -3.1770 -1.1360 0.3950
4 C 0.4446 -0.0234 -0.1399
5 N -0.9413 -1.8368 0.0454
6 N -0.5809 -0.4177 0.3273
7 H 2.7063 2.5458 -0.7292
8 S 1.2589 2.3988 -0.8817
9 H 2.3508 0.6722 0.3229
10 H 0.9334 1.7076 1.3090
11 C -2.3798 -1.8628 0.0173
12 H 1.1567 -0.5165 -0.8425

Properties
- highest occupied orbital energy (eV) = -9.1737
- SMILES = C=N/N=C/CS
- LUMO (Eh) = 0.00376
- 2S+1 = 1

Results of the natural (NBO) charge analysis, in e, for atoms 1 through 4: -0.5457 0.1686 0.1782 0.0905

***

Of them, the most stable is one and the least stable is two.